<1>
Density functional theory data (wB97M-V/def2-TZVPD) for 2 unconnected molecules or ions with the total composition C6H14N2O2.

Output
SMILES = CNC(C)=O.CNC(C)=O
HOMO = -9.35 eV

Geometry as XYZ:
```
24
C6H14N2O2, DFT wB97M-V/def2-TZVPD
C -1.776 -0.829 -1.267
N -0.525 -0.925 -1.971
C 0.494 -1.667 -1.431
C 1.668 -1.935 -2.334
O 0.443 -2.052 -0.280
H -1.621 -0.773 -0.195
H -2.361 0.036 -1.593
H -2.422 -1.709 -1.415
H -0.590 -0.836 -2.972
H 2.520 -2.035 -1.665
H 1.551 -2.854 -2.910
H 1.891 -1.102 -2.992
C -0.738 2.708 0.235
N 0.176 1.687 0.708
C 0.116 1.207 1.989
C 0.774 -0.122 2.203
O -0.506 1.788 2.858
H -1.694 2.326 -0.120
H -1.029 3.379 1.048
H -0.212 3.299 -0.508
H 0.567 1.104 -0.012
H 1.247 -0.172 3.178
H -0.019 -0.846 2.159
H 1.483 -0.470 1.450
```

Löwdin population analysis, charges in e, atoms 1 to 6: atom 1 (C): -0.091, atom 2 (N): -0.001, atom 3 (C): -0.552, atom 4 (C): -0.001, atom 5 (O): 0.043, atom 6 (H): 0.074

---

<2>
Density functional theory data (wB97M-V/def2-TZVPD) for 2 unconnected molecules or ions with the total composition C6H14N2O2.

Output
SMILES = CNC(C)=O.CNC(C)=O
HOMO = -9.27 eV

Geometry as XYZ:
```
24
C6H14N2O2, DFT wB97M-V/def2-TZVPD
C 2.037 1.812 -1.002
N 2.536 0.445 -0.587
C 2.262 0.022 0.683
C 2.965 -1.256 1.150
O 1.255 0.391 1.302
H 1.211 2.082 -0.319
H 2.756 2.633 -1.147
H 1.654 1.702 -2.058
H 3.336 -0.014 -1.007
H 4.077 -1.464 0.795
H 2.460 -2.232 0.822
H 3.138 -0.992 2.265
C -3.191 0.376 1.602
N -2.289 -0.059 0.604
C -2.769 -0.379 -0.731
C -1.639 -0.880 -1.636
O -3.874 -0.404 -1.185
H -4.214 0.695 1.043
H -3.381 -0.511 2.194
H -2.932 1.288 2.080
H -1.345 -0.262 0.743
H -0.847 -0.254 -1.558
H -1.415 -1.834 -1.336
H -1.792 -0.904 -2.716
```

Löwdin population analysis, charges in e, atoms 1 to 6: atom 1 (C): -0.055, atom 2 (N): 0.011, atom 3 (C): -0.565, atom 4 (C): -0.040, atom 5 (O): 0.000, atom 6 (H): 0.081

---

<3>
Density functional theory data (wB97M-V/def2-TZVPD) for 2 unconnected molecules or ions with the total composition C6H14N2O2.

Output
SMILES = CNC(C)=O.CNC(C)=O
HOMO = -9.13 eV

Geometry as XYZ:
```
24
C6H14N2O2, DFT wB97M-V/def2-TZVPD
C -1.015 -0.136 -3.348
N -0.129 0.691 -2.434
C -0.664 1.030 -1.260
C 0.088 2.072 -0.486
O -1.552 0.349 -0.742
H -0.288 -0.754 -3.909
H -1.705 -0.643 -2.736
H -1.553 0.617 -3.985
H 0.752 0.998 -2.789
H 1.139 2.002 -0.501
H -0.359 3.053 -0.626
H -0.066 1.959 0.571
C 1.710 -2.346 1.281
N 0.493 -1.474 1.440
C 0.244 -0.527 2.465
C -0.902 0.496 2.336
O 1.004 -0.633 3.428
H 1.474 -3.406 1.341
H 2.321 -2.041 0.402
H 2.397 -2.099 2.098
H -0.081 -1.466 0.547
H -1.831 -0.033 2.124
H -0.878 1.043 3.246
H -0.600 1.248 1.537
```

Löwdin population analysis, charges in e, atoms 1 to 6: atom 1 (C): -0.025, atom 2 (N): 0.015, atom 3 (C): -0.553, atom 4 (C): 0.005, atom 5 (O): 0.015, atom 6 (H): 0.088

---

<1> has the most favorable energy; the next structure is 1.473 eV above.

---

<1>
Density functional theory data (wB97M-V/def2-TZVPD) for a single C8H8FN molecule.

Output
SMILES = C[C@@H]1C(F)=CC=C[C@H]1C#N
HOMO = -8.80 eV

Geometry as XYZ:
```
18
C8H8FN, DFT wB97M-V/def2-TZVPD
C 1.564 1.042 0.562
C 0.822 0.319 -0.615
C -0.572 0.922 -0.869
F -0.598 1.753 -1.914
C -1.630 0.652 -0.073
C -1.397 -0.215 1.020
C -0.401 -1.101 1.048
C 0.436 -1.098 -0.193
C -0.423 -1.574 -1.246
N -1.109 -1.938 -2.081
H 1.780 0.150 1.409
H 0.980 1.725 1.136
H 2.454 1.494 0.303
H 1.453 0.267 -1.484
H -2.513 1.343 -0.216
H -2.172 -0.104 1.650
H 0.002 -1.938 1.749
H 1.325 -1.702 -0.184
```

Löwdin population analysis, charges in e, atoms 1 to 6: atom 1 (C): -0.016, atom 2 (C): -0.219, atom 3 (C): -0.254, atom 4 (F): 0.093, atom 5 (C): -0.025, atom 6 (C): -0.096

---

<2>
Density functional theory data (wB97M-V/def2-TZVPD) for a single C8H8FN molecule.

Output
SMILES = C[C@@H]1C(F)=CC=C[C@H]1C#N
HOMO = -8.85 eV

Geometry as XYZ:
```
18
C8H8FN, DFT wB97M-V/def2-TZVPD
C 1.192 0.360 -1.575
C 0.096 0.841 -0.556
C 0.692 0.755 0.795
F 1.213 1.867 1.365
C 0.728 -0.410 1.489
C 0.062 -1.595 0.936
C -0.880 -1.351 0.004
C -1.198 0.050 -0.479
C -1.802 0.662 0.711
N -2.453 1.096 1.577
H 0.612 0.125 -2.386
H 1.758 -0.563 -1.279
H 1.995 1.175 -1.826
H -0.028 1.882 -0.848
H 0.950 -0.484 2.517
H 0.415 -2.603 1.401
H -1.530 -1.969 -0.444
H -1.821 0.166 -1.401
```

Löwdin population analysis, charges in e, atoms 1 to 6: atom 1 (C): -0.029, atom 2 (C): -0.282, atom 3 (C): -0.278, atom 4 (F): 0.079, atom 5 (C): -0.024, atom 6 (C): -0.056

---

<2> has the most favorable energy; the next structure is 0.232 eV above.

---

<1>
Density functional theory data (wB97M-V/def2-TZVPD) for a single C4H5N3S molecule.

Output
SMILES = S=C1C=NN=CCN1
HOMO = -8.46 eV

Geometry as XYZ:
```
13
C4H5N3S, DFT wB97M-V/def2-TZVPD
S 2.976 -0.324 0.494
C 1.315 -0.436 -0.225
C 0.349 -1.606 -0.407
N -0.944 -1.664 -0.007
N -1.347 -0.812 0.912
C -1.385 0.404 0.775
C -0.666 1.018 -0.469
N 0.755 0.789 -0.252
H 0.522 -2.502 -0.977
H -1.532 1.048 1.877
H -0.610 2.093 -0.623
H -0.870 0.447 -1.333
H 1.436 1.545 0.233
```

Löwdin population analysis, charges in e, atoms 1 to 6: atom 1 (S): 0.443, atom 2 (C): -0.661, atom 3 (C): -0.077, atom 4 (N): 0.028, atom 5 (N): -0.020, atom 6 (C): -0.133

---

<2>
Density functional theory data (wB97M-V/def2-TZVPD) for a single C4H5N3S molecule.

Output
SMILES = C=C1N=CNN1C=S
HOMO = -8.27 eV

Geometry as XYZ:
```
13
C4H5N3S, DFT wB97M-V/def2-TZVPD
C -1.380 1.589 -0.013
C -0.782 0.385 0.118
N -1.647 -0.786 0.094
C -0.816 -1.747 -0.015
N 0.557 -1.399 -0.100
N 0.577 0.063 -0.065
C 1.731 0.730 -0.033
S 3.136 -0.197 0.046
H -2.555 1.476 -0.082
H -0.715 2.445 0.090
H -1.162 -2.768 -0.183
H 1.356 -1.657 0.401
H 1.700 1.866 -0.259
```

Löwdin population analysis, charges in e, atoms 1 to 6: atom 1 (C): 0.055, atom 2 (C): -0.360, atom 3 (N): 0.112, atom 4 (C): -0.156, atom 5 (N): 0.069, atom 6 (N): -0.128

---

<3>
Density functional theory data (wB97M-V/def2-TZVPD) for a single C4H5N3S molecule.

Output
SMILES = Nc1cnc(S)cn1
HOMO = -8.43 eV

Geometry as XYZ:
```
13
C4H5N3S, DFT wB97M-V/def2-TZVPD
N 0.060 -1.774 1.793
C -0.077 -0.773 0.811
C -0.751 0.492 0.943
N -0.533 1.427 0.089
C 0.057 1.209 -0.978
S 0.262 2.639 -1.973
C 0.471 -0.069 -1.249
N 0.398 -1.097 -0.337
H -0.159 -2.702 1.432
H -0.585 -1.672 2.623
H -1.251 0.930 1.796
H 1.361 1.974 -2.743
H 0.747 -0.585 -2.207
```

Löwdin population analysis, charges in e, atoms 1 to 6: atom 1 (N): 0.086, atom 2 (C): -0.394, atom 3 (C): -0.062, atom 4 (N): 0.016, atom 5 (C): -0.802, atom 6 (S): 0.761

---

<3> has the most favorable energy; the next structure is 1.573 eV above.

---

<1>
Density functional theory data (wB97M-V/def2-TZVPD) for a single C4H5N3S molecule.

Output
SMILES = CC1=NC=NN=CS1
HOMO = -9.42 eV

Geometry as XYZ:
```
13
C4H5N3S, DFT wB97M-V/def2-TZVPD
C 1.826 -1.685 0.454
C 0.918 -0.627 -0.051
N 0.446 -0.723 -1.216
C -0.416 0.274 -1.713
N -1.427 0.835 -1.172
N -1.918 0.360 0.008
C -1.188 0.395 1.027
S 0.563 0.725 1.085
H 2.114 -2.414 -0.338
H 1.377 -2.142 1.304
H 2.748 -1.152 0.789
H -0.150 0.610 -2.702
H -1.641 0.050 1.941
```

Löwdin population analysis, charges in e, atoms 1 to 6: atom 1 (C): -0.091, atom 2 (C): -0.650, atom 3 (N): 0.078, atom 4 (C): -0.220, atom 5 (N): 0.016, atom 6 (N): -0.026

---

<2>
Density functional theory data (wB97M-V/def2-TZVPD) for a molecular structure, C4H5N3S.

Output
HOMO = -9.89 eV

Geometry as XYZ:
```
13
C4H5N3S, DFT wB97M-V/def2-TZVPD
C 2.461 -0.027 -0.039
C 0.282 -1.424 0.334
C 0.573 -0.198 -0.012
C -0.182 1.013 -0.175
N 3.014 1.158 0.215
N 3.261 -1.054 -0.224
N 4.248 1.074 0.229
S 4.766 -0.452 -0.035
H -0.746 -1.930 0.324
H 0.908 -2.242 0.650
H -1.119 1.093 0.461
H 0.381 1.989 0.163
H -0.408 1.120 -1.173
```

Löwdin population analysis, charges in e, atoms 1 to 6: atom 1 (C): -0.362, atom 2 (C): -0.004, atom 3 (C): -0.230, atom 4 (C): -0.109, atom 5 (N): -0.066, atom 6 (N): -0.257

---

<1> has the most favorable energy; the next structure is 1.361 eV above.

---

<1>
Density functional theory data (wB97M-V/def2-TZVPD) for 2 unconnected molecules or ions with the total composition C2H10N2.

Output
SMILES = CN.CN
HOMO = -8.83 eV

Geometry as XYZ:
```
14
C2H10N2, DFT wB97M-V/def2-TZVPD
C -0.942 -0.642 -1.797
N -1.008 -1.350 -0.573
H -0.897 -1.317 -2.657
H -1.827 0.116 -1.894
H -0.066 0.121 -1.634
H -0.627 -0.627 0.103
H -2.053 -1.602 -0.104
C 1.399 0.784 0.727
N 0.201 0.785 1.723
H 1.280 1.570 0.090
H 2.416 0.783 1.170
H 1.178 -0.246 0.177
H 0.723 0.083 2.364
H 0.223 1.541 2.305
```

Löwdin population analysis, charges in e, atoms 1 to 6: atom 1 (C): -0.269, atom 2 (N): -0.149, atom 3 (H): 0.057, atom 4 (H): 0.087, atom 5 (H): 0.083, atom 6 (H): 0.002

---

<2>
Density functional theory data (wB97M-V/def2-TZVPD) for 2 unconnected molecules or ions with the total composition C2H10N2.

Output
SMILES = CN.CN
HOMO = -8.90 eV

Geometry as XYZ:
```
14
C2H10N2, DFT wB97M-V/def2-TZVPD
C -2.297 -0.396 -2.450
N -1.106 0.250 -2.899
H -3.260 0.176 -2.794
H -2.431 -1.487 -2.589
H -2.444 -0.270 -1.305
H -0.204 -0.418 -2.651
H -0.990 0.207 -4.016
C 1.302 0.588 2.866
N 2.368 -0.248 2.204
H 0.630 -0.089 3.327
H 1.784 1.359 3.601
H 0.868 1.229 2.051
H 3.209 0.158 1.853
H 2.570 -1.057 2.803
```

Löwdin population analysis, charges in e, atoms 1 to 6: atom 1 (C): -0.305, atom 2 (N): -0.152, atom 3 (H): 0.092, atom 4 (H): 0.054, atom 5 (H): 0.082, atom 6 (H): 0.123

---

<2> has the most favorable energy; the next structure is 0.597 eV above.